C45H112BaN3O28P6 | the ωB97M-V functional and the def2-TZVPD basis

Values from the calculation:
Total charge: +1
LUMO level (eV): -1.4
HOMO-LUMO gap (eV): 7.96
Calculated total energy (eV): -166722.7958

The geometry in XYZ format:
```
195
C45H112BaN3O28P6 | OMol25 | the ωB97M-V functional and the def2-TZVPD basis
Ba -0.637 1.103 -0.689
P -1.539 5.170 0.580
P 4.934 -3.085 2.550
P -1.037 3.389 -4.080
P 0.481 -1.734 -3.409
P -3.163 -5.766 1.611
P 1.328 1.282 2.874
O 2.062 1.906 -1.443
O 0.113 4.267 -4.816
O 6.242 -3.819 1.959
O 0.906 -3.243 -2.912
O -3.746 -6.032 3.071
O -2.141 5.442 2.094
O -0.823 3.835 0.527
O -2.832 -4.164 1.579
O 0.620 -0.764 -2.296
O -2.086 -6.704 1.149
O 1.046 -0.115 3.620
O -0.666 2.836 -2.718
O -1.389 2.188 -5.153
O -0.982 -1.909 -4.135
O 2.902 1.701 3.090
O -2.320 4.330 -4.048
O -2.974 0.489 -1.751
O 0.855 1.349 1.461
O 5.556 -2.017 3.649
O -2.530 1.309 1.438
O 1.441 -1.508 -4.695
O 4.487 -2.150 1.310
O -0.919 -1.197 0.776
O -2.876 5.281 -0.359
O 3.889 -4.019 3.015
O -4.475 -5.725 0.708
O 0.597 2.281 3.900
O -0.683 6.513 0.325
N 0.120 -3.175 1.257
N -4.748 1.534 1.846
N 3.875 3.178 -0.821
C 3.256 2.162 -1.459
C 6.771 -1.291 5.599
C -1.061 3.670 4.911
C 3.915 -2.871 0.291
C -0.510 -2.005 1.610
C 1.723 -0.328 4.871
C -3.498 -2.916 3.656
C -2.668 5.144 -5.094
C -3.697 -3.227 2.100
C -6.076 0.968 1.560
C -3.768 -5.157 -1.508
C -3.670 0.839 1.397
C 3.883 0.948 2.373
C -3.880 6.664 3.050
C 0.344 6.582 -0.668
C -3.109 -6.943 3.934
C -3.948 4.595 -5.771
C -3.843 4.264 -0.373
C 2.417 -1.662 4.899
C -4.742 2.761 2.584
C -4.754 4.407 -1.600
C -0.717 2.603 3.859
C 3.707 -2.477 -4.520
C 1.478 3.968 -4.574
C -2.163 -2.335 -3.475
C 7.470 -3.183 1.630
C 7.265 -2.557 0.226
C -2.433 6.754 2.490
C 0.245 -3.742 -0.114
C 0.021 -5.565 -3.186
C 3.520 -1.888 -0.792
C -0.193 6.407 -2.118
C -3.020 -3.184 -4.522
C 0.790 -4.388 -3.809
C 6.074 -2.487 4.895
C 1.836 2.583 -5.051
C 5.190 1.627 2.543
C -2.781 0.457 -6.120
C 0.664 -4.020 2.253
C -2.350 1.175 -4.825
C 2.802 -1.210 -4.505
C 3.225 4.064 0.124
C 5.288 3.353 -0.946
C -4.461 -6.225 -0.640
C -3.264 -6.346 5.339
H -4.315 4.393 0.600
H -3.338 3.302 -0.461
H 1.220 6.003 -0.377
H 1.817 -4.638 -4.076
H 2.426 0.496 4.998
H 6.945 -1.388 6.671
H -0.921 7.148 -2.448
H -2.501 -2.613 3.977
H -4.587 6.587 2.224
H 0.445 -3.700 3.272
H -0.601 3.419 5.867
H 7.766 -2.397 2.325
H 5.345 -2.865 5.611
H 5.860 3.353 -0.018
H -4.331 -4.230 -1.395
H 6.697 -1.628 0.163
H 0.449 -5.898 -2.241
H -4.302 -6.094 5.557
H 4.310 -1.226 -1.147
H -2.058 -7.141 3.726
H 3.676 3.950 1.109
H -0.177 -4.745 -0.183
H 4.733 -2.221 -4.783
H -0.634 4.623 4.599
H 0.793 7.573 -0.611
H 6.034 1.213 1.992
H 3.896 1.506 -2.069
H 1.267 1.840 -4.490
H -3.903 -0.085 0.846
H 3.557 5.082 -0.080
H -5.506 -6.340 -0.929
H 5.434 1.441 3.589
H -4.096 -2.085 4.029
H -3.782 -3.813 4.206
H -0.964 2.872 2.832
H -2.547 -4.138 -4.755
H 3.040 -0.533 -5.325
H 2.137 3.991 0.141
H -0.083 -6.376 -3.908
H 6.697 -3.285 -0.353
H -2.822 -5.350 5.327
H -5.069 2.687 3.621
H -1.801 7.097 3.309
H 7.711 -1.111 5.077
H 1.745 2.346 -6.111
H -4.903 4.426 -5.274
H 4.643 -3.585 -0.095
H 1.732 -4.124 2.064
H 6.803 -3.272 4.695
H 3.094 -3.423 0.748
H -1.007 -5.265 -2.986
H -4.100 5.839 3.728
H 8.232 -2.374 -0.242
H -3.327 -0.448 -5.854
H 3.700 0.885 1.300
H -3.262 1.505 -4.329
H -3.645 -7.888 3.843
H 1.018 -0.093 5.669
H -4.160 5.319 -6.558
H -6.130 -0.001 1.064
H -2.138 3.786 5.026
H -5.483 3.614 -1.759
H -6.527 1.674 0.863
H 1.275 -3.829 -0.461
H -1.932 -3.104 -2.738
H -1.844 5.311 -5.788
H -3.764 3.242 2.570
H -1.274 1.707 4.130
H -4.007 -3.459 -4.150
H 5.281 2.682 2.284
H -2.398 7.573 1.771
H 3.088 -2.343 -1.683
H 1.742 -2.448 5.239
H 2.877 2.427 -4.769
H -2.927 6.057 -4.558
H 3.075 -0.785 -3.539
H 3.160 -1.643 5.697
H 5.708 2.676 -1.691
H -3.499 -2.289 1.581
H -0.643 5.426 -2.265
H -5.365 5.291 -1.418
H -3.563 1.042 -6.604
H 2.782 -1.932 3.908
H -3.759 -5.378 -2.575
H -3.115 -2.601 -5.438
H -1.976 0.516 -4.042
H -3.929 0.608 -1.582
H -4.115 4.421 -2.483
H -2.804 -1.592 -3.001
H -2.813 -6.995 6.090
H -0.360 -3.133 -0.786
H -3.930 7.606 3.596
H -5.434 3.434 2.079
H 2.718 -1.192 -0.545
H 5.430 4.328 -1.411
H -1.999 0.208 -6.838
H -0.433 -1.820 2.693
H -3.994 -7.208 -0.702
H 3.941 -0.060 2.782
H 1.704 3.999 -3.508
H 0.166 -4.974 2.079
H 2.136 4.702 -5.040
H -4.743 -3.368 1.827
H -3.796 3.614 -6.223
H -2.752 -5.115 -1.116
H 0.378 -4.130 -4.785
H -6.707 0.837 2.439
H 3.430 -3.169 -5.315
H 6.111 -0.426 5.531
H 0.706 6.454 -2.733
H 3.594 -3.021 -3.582
H 8.204 -3.987 1.676
```